(1)
Density functional theory data (ωB97M-V with the def2-TZVPD basis set) for an isolated molecule of C4H8ClN in a non-equilibrium geometry.

Output
Lowest unoccupied orbital energy, eV: 0.96
Energy above the lowest of the compared OMol25 structures with the same formula, charge and spin, kcal per mole: 29.90
HOMO-LUMO gap, eV: 9.5

The geometry in ORCA input format:
```
! RIJCOSX wB97M-V def2-TZVPD def2/J DEFGRID3
* xyz 0 1
C -0.06590 -1.31212 1.10957
C -0.67198 -0.68955 -0.24981
C 0.29223 -0.23448 -1.30438
C -0.22596 0.92566 -0.49941
N 0.58299 1.73419 0.37722
Cl -1.40394 1.89491 -1.19404
H -0.11655 -2.42536 1.08471
H -0.49665 -0.82468 1.91825
H 0.89614 -0.95696 1.08979
H -1.68497 -0.90427 -0.55381
H 1.27669 -0.48828 -1.21605
H -0.18974 -0.20821 -2.32804
H 1.56056 1.56309 0.43732
H 0.24708 1.92606 1.32869
*
```


(2)
Density functional theory data (ωB97M-V with the def2-TZVPD basis set) for the ion C4H8ClN2 with charge +1 in a non-equilibrium geometry.

Output
Lowest unoccupied orbital energy, eV: -4.44
Energy above the lowest of the compared OMol25 structures with the same formula, charge and spin, kcal per mole: 29.56
HOMO-LUMO gap, eV: 10.9

The geometry in ORCA input format:
```
! RIJCOSX wB97M-V def2-TZVPD def2/J DEFGRID3
* xyz 1 1
C -0.00045 1.12623 1.95934
C 0.35436 0.06869 0.98045
N 1.42374 -0.69712 1.23587
N -0.32799 -0.19353 -0.16872
C -0.13358 -0.13646 -1.39317
C -1.21450 -0.62157 -2.32423
Cl 1.17566 0.65771 -2.20723
H -0.85984 1.70108 1.47269
H 0.83888 1.88911 2.35689
H -0.35195 0.62413 2.83492
H 1.77455 -0.67992 2.21881
H 1.78431 -1.37987 0.53022
H -1.39511 0.26365 -3.01664
H -0.93978 -1.60614 -2.77415
H -2.12829 -1.01597 -1.70504
*
```


(3)
Density functional theory data (ωB97M-V with the def2-TZVPD basis set) for an isolated molecule of C4H8ClNO2 in a non-equilibrium geometry.

Output
Lowest unoccupied orbital energy, eV: -0.61
Energy above the lowest of the compared OMol25 structures with the same formula, charge and spin, kcal per mole: 77.00
HOMO-LUMO gap, eV: 8.9

The geometry in ORCA input format:
```
! RIJCOSX wB97M-V def2-TZVPD def2/J DEFGRID3
* xyz 0 1
C 1.85352 0.14759 -1.09376
C 1.21575 1.07406 -0.16759
O 0.22049 0.52105 0.79778
C -0.96579 -0.02059 0.32045
C -1.64132 -0.75853 1.52258
Cl -1.83458 1.30607 -0.50559
N -0.86324 -0.87207 -0.88808
O -1.56061 -1.89710 -0.89124
H 2.31772 -0.75206 -0.70372
H 1.23017 -0.16591 -1.81196
H 2.68006 0.61829 -1.59684
H 0.73199 1.96279 -0.81975
H 1.94362 1.59769 0.44457
H -1.65373 -0.05155 2.43152
H -2.67868 -1.07309 1.20808
H -0.99536 -1.63664 1.75356
*
```


(4)
Density functional theory data (ωB97M-V with the def2-TZVPD basis set) for an isolated molecule of C4H8ClNOS in a non-equilibrium geometry.

Output
Lowest unoccupied orbital energy (alpha / beta), eV: -0.39 / -0.15
Energy above the lowest of the compared OMol25 structures with the same formula, charge and spin, kcal per mole: 95.30
HOMO-LUMO gap (alpha / beta), eV: 7.7 / 7.5

The geometry in ORCA input format:
```
! RIJCOSX wB97M-V def2-TZVPD def2/J DEFGRID3
* xyz 0 1
C 0.94999 -1.03627 0.13375
C 0.16792 -0.27640 -1.03076
C 2.09609 -0.26956 0.66738
C -2.00568 0.25905 0.15705
N -0.78691 0.63408 -0.47504
O -1.17524 2.87301 0.55534
S -0.07080 2.16028 -0.12523
Cl 3.61320 -0.44167 -0.09768
H 0.46243 -1.32831 1.08436
H 1.14189 -2.06488 -0.31268
H 0.79082 0.19576 -1.77361
H -0.37407 -1.22562 -1.47124
H 2.21028 0.15839 1.64897
H -2.75502 0.13183 -0.57366
H -1.95043 -0.70885 0.75333
H -2.31447 0.93915 0.85971
*
```


(5)
Density functional theory data (ωB97M-V with the def2-TZVPD basis set) for a cluster of 2 separate species, C4H8ClOP in total in a non-equilibrium geometry.

Output
Lowest unoccupied orbital energy, eV: 0.19
Energy above the lowest of the compared OMol25 structures with the same formula, charge and spin, kcal per mole: 63.43
HOMO-LUMO gap, eV: 9.4

The geometry in ORCA input format:
```
! RIJCOSX wB97M-V def2-TZVPD def2/J DEFGRID3
* xyz 0 1
C -1.42213 0.75398 1.02008
C -0.60523 0.46080 0.05611
C -0.26052 1.62234 -0.89371
C -1.01441 -2.42511 0.27114
O 1.41608 -1.28353 -0.41882
P 0.00738 -1.19231 -0.12526
Cl 4.67688 0.70056 0.38243
H -1.84380 -0.04068 1.52359
H -1.72471 1.76902 1.26572
H -1.12222 2.24933 -1.22085
H 0.51062 2.31158 -0.52802
H 0.25797 1.10564 -1.78124
H 3.85587 -0.23698 -0.15423
H -0.62717 -3.49643 0.17810
H -2.10462 -2.29821 0.42494
*
```


(6)
Density functional theory data (ωB97M-V with the def2-TZVPD basis set) for a cluster of 2 separate species, C4H8ClP in total in a non-equilibrium geometry.

Output
Lowest unoccupied orbital energy, eV: 0.55
Energy above the lowest of the compared OMol25 structures with the same formula, charge and spin, kcal per mole: 54.11
HOMO-LUMO gap, eV: 9.9

The geometry in ORCA input format:
```
! RIJCOSX wB97M-V def2-TZVPD def2/J DEFGRID3
* xyz 0 1
C -1.72589 -1.50312 0.07237
C -1.59689 -0.09057 -0.52215
C -1.81171 1.21623 0.17991
C -0.53161 0.92887 0.01872
H -2.50326 -2.02689 -0.50744
H -2.05391 -1.47104 1.06042
H -0.87404 -2.11382 0.18921
H -1.73594 0.00371 -1.66665
H -2.69207 1.74154 0.64280
H 0.55504 1.22440 -0.04975
P 4.24716 0.72138 -0.15467
Cl 2.88730 -0.75132 -0.64619
H 4.35318 0.31919 1.29497
H 3.48264 1.80147 0.08846
*
```


(7)
Density functional theory data (ωB97M-V with the def2-TZVPD basis set) for a structure of composition C4H8CrO3 in a non-equilibrium geometry.

Output
Lowest unoccupied orbital energy (alpha / beta), eV: -0.93 / -0.81
HOMO-LUMO gap (alpha / beta), eV: 6.4 / 7.4
<S²>: 6.026

The geometry in ORCA input format:
```
! RIJCOSX wB97M-V def2-TZVPD def2/J DEFGRID3
* xyz 0 5
O 1.12631 0.61615 -1.69366
Cr 0.77408 -1.13235 -0.96236
O 0.65398 -0.18631 0.75662
C -0.55828 -0.63902 1.32665
C -1.27593 -1.74663 0.54925
O -0.65208 -2.27837 -0.57602
H -1.23961 0.22931 1.40917
H -0.32396 -1.01240 2.33947
H -2.27217 -1.35245 0.25633
H -1.39961 -2.58246 1.27070
C 0.17346 1.63374 -1.48116
C 0.95282 1.64758 -0.20693
H -0.90236 1.43377 -1.38588
H 0.35927 2.50972 -2.11715
H 0.79277 2.63641 0.24470
H 1.94973 1.59482 0.24035
*
```


(8)
Density functional theory data (ωB97M-V with the def2-TZVPD basis set) for a structure of composition C4H8CsLiO2 in a non-equilibrium geometry.

Output
Lowest unoccupied orbital energy, eV: -6.06
HOMO-LUMO gap, eV: 9.9

The geometry in ORCA input format:
```
! RIJCOSX wB97M-V def2-TZVPD def2/J DEFGRID3
* xyz 2 1
H -2.21123 -0.66315 0.20781
C -0.41978 -0.43395 -0.57343
H -0.38245 0.12951 -1.52251
H -1.16356 -1.12481 -0.99158
C 1.01152 -0.93413 -0.34007
C 2.07376 -0.16924 -1.04886
O 3.04440 0.33546 -0.51105
Li 4.08440 0.40921 1.01481
H 1.27053 -1.00973 0.72537
H 1.92550 -0.00646 -2.13571
H 1.08980 -1.95651 -0.75297
C -0.95343 0.69445 0.69599
H -0.85994 1.70169 0.26682
H -0.38968 0.45586 1.61073
O -2.27978 0.31006 0.81674
Cs -5.84007 2.26176 2.53792
*
```